[1]
The following is a quantum chemistry calculation of a cluster of 7 separate species, C37H70BN6O3 in total in a non-equilibrium geometry, from the Open Molecules 2025 dataset.

The geometry in XYZ format:
```
117
C37H70BN6O3 (wB97M-V/def2-TZVPD)
C 1.534 -4.525 0.788
O 1.358 -3.348 1.573
C 2.435 -2.434 1.488
C 2.311 -1.316 0.445
C 1.579 -1.662 -0.849
C 1.982 -0.740 -2.000
C 1.972 0.764 -1.697
C 0.717 1.279 -0.960
C 1.098 2.137 0.250
C -0.019 2.413 1.289
C -0.928 1.214 1.579
C -2.139 1.156 0.610
C -2.579 -0.278 0.255
C -4.101 -0.429 0.125
O -4.419 -0.104 -1.205
B -3.231 -0.519 -2.008
O -2.119 -0.662 -1.005
H 0.616 -4.691 0.226
H 2.314 -4.345 0.051
H 1.777 -5.394 1.400
H 3.376 -2.968 1.336
H 2.514 -1.969 2.475
H 1.862 -0.442 0.911
H 3.342 -1.051 0.187
H 1.806 -2.681 -1.165
H 0.503 -1.642 -0.662
H 1.338 -0.938 -2.859
H 3.006 -1.007 -2.267
H 2.867 1.006 -1.122
H 2.041 1.281 -2.648
H 0.041 0.469 -0.715
H 0.168 1.928 -1.645
H 1.476 3.096 -0.121
H 1.941 1.681 0.775
H 0.486 2.705 2.216
H -0.605 3.280 0.980
H -0.397 0.265 1.525
H -1.343 1.335 2.583
H -1.842 1.596 -0.338
H -2.978 1.717 1.021
H -2.280 -1.003 1.027
H -4.695 0.197 0.803
H -4.378 -1.480 0.322
H -2.946 0.312 -2.879
H -3.377 -1.610 -2.590
C 5.309 3.622 -6.170
C 3.852 3.611 -5.720
C 3.688 3.220 -4.249
C 4.076 1.837 -3.996
N 4.383 0.752 -3.792
H 5.748 2.625 -6.111
H 5.387 3.961 -7.204
H 5.905 4.293 -5.550
H 3.279 2.928 -6.349
H 3.424 4.606 -5.859
H 2.647 3.343 -3.943
H 4.284 3.874 -3.610
C 5.869 4.841 3.137
C 4.389 4.698 2.793
C 4.062 3.402 2.051
C 4.660 3.364 0.717
N 5.114 3.365 -0.338
H 6.486 4.904 2.239
H 6.040 5.746 3.721
H 6.217 3.990 3.727
H 4.071 5.556 2.197
H 3.804 4.712 3.707
H 2.981 3.305 1.948
H 4.403 2.542 2.631
C -0.114 -5.625 -3.283
C 0.434 -4.271 -3.720
C 1.941 -4.301 -4.009
C 2.744 -4.579 -2.820
N 3.382 -4.809 -1.894
H 0.320 -5.931 -2.330
H -1.192 -5.581 -3.151
H 0.104 -6.400 -4.023
H 0.216 -3.527 -2.953
H -0.075 -3.946 -4.629
H 2.261 -3.343 -4.423
H 2.161 -5.063 -4.760
C 2.215 5.396 7.863
C 0.746 5.261 7.476
C 0.450 3.968 6.709
C 1.099 3.944 5.401
N 1.603 3.934 4.370
H 2.853 5.462 6.981
H 2.372 6.298 8.456
H 2.543 4.542 8.458
H 0.444 6.121 6.877
H 0.132 5.270 8.378
H -0.625 3.859 6.561
H 0.780 3.102 7.285
C -1.831 -4.713 1.971
C -3.319 -5.029 1.904
C -3.591 -6.401 1.279
C -3.151 -6.429 -0.114
N -2.820 -6.429 -1.212
H -1.408 -4.664 0.970
H -1.656 -3.751 2.448
H -1.288 -5.475 2.538
H -3.819 -4.257 1.320
H -3.756 -5.008 2.905
H -4.658 -6.629 1.323
H -3.072 -7.188 1.829
C -7.561 -0.856 -1.212
C -8.161 -0.330 -2.507
C -9.593 0.195 -2.344
C -10.550 -0.860 -2.015
N -11.299 -1.693 -1.763
H -8.109 -1.726 -0.840
H -6.523 -1.142 -1.375
H -7.570 -0.087 -0.437
H -8.140 -1.113 -3.267
H -7.539 0.486 -2.876
H -9.922 0.674 -3.268
H -9.624 0.956 -1.562
```

The total charge is -1. The calculation puts the gap between HOMO and LUMO at 5.668 eV. The calculation puts the LUMO energy at 1.85 eV.

[2]
The following is a quantum chemistry calculation of the ion C3H3N2OS with charge +1 in a non-equilibrium geometry, from the Open Molecules 2025 dataset.

The geometry in XYZ format:
```
10
C3H3N2OS (wB97M-V/def2-TZVPD)
C -0.314 0.306 0.745
C -0.148 0.006 3.133
C -0.033 -0.957 0.063
N -0.492 0.415 2.008
N 1.201 -1.507 0.694
O 2.157 -1.489 0.014
S 0.206 -0.166 4.579
H -0.122 1.219 0.125
H -0.921 -1.520 0.148
H 0.327 -0.910 -1.035
```

The total charge is +1. The calculation puts the gap between HOMO and LUMO (spin up / spin down) at 6.941 / 6.938 eV. The calculation puts the LUMO energy (spin up / spin down) at -7.12 / -7.12 eV. The energy above the lowest of the compared OMol25 structures with the same formula, charge and spin is 4.721 eV.

[3]
The following is a quantum chemistry calculation of a cluster of 2 separate species, C2H6BrOP in total in a non-equilibrium geometry, from the Open Molecules 2025 dataset.

The geometry in XYZ format:
```
11
C2H6BrOP (wB97M-V/def2-TZVPD)
C 0.161 1.333 0.215
C 0.665 -1.664 -0.190
O -0.621 -0.073 -2.071
P -0.381 -0.210 -0.638
Br -3.198 1.567 1.896
H 0.221 2.122 -0.529
H -0.573 1.603 0.971
H 1.121 1.170 0.698
H 1.008 -1.578 0.837
H 0.089 -2.582 -0.308
H 1.508 -1.687 -0.881
```

The total charge is 0. The calculation puts the gap between HOMO and LUMO (spin up / spin down) at 9.616 / 4.321 eV. The calculation puts the LUMO energy (spin up / spin down) at -1.16 / -3.63 eV. The energy above the lowest of the compared OMol25 structures with the same formula, charge and spin is 3.035 eV.

[4]
The following is a quantum chemistry calculation of an isolated molecule of C6H12O, from the Open Molecules 2025 dataset.

The geometry in XYZ format:
```
19
C6H12O (wB97M-V/def2-TZVPD)
C 2.228 -0.605 0.858
C 0.718 -0.426 0.772
C 0.244 0.987 1.150
O -1.077 1.115 0.633
C -1.305 0.059 -0.342
C -1.997 0.531 -1.628
C 0.048 -0.574 -0.591
H 2.600 -0.232 1.819
H 2.743 -0.048 0.066
H 2.527 -1.655 0.779
H 0.223 -1.113 1.471
H 0.273 1.123 2.242
H 0.889 1.768 0.712
H -1.933 -0.688 0.166
H -2.393 1.526 -1.438
H -2.826 -0.120 -1.934
H -1.309 0.587 -2.484
H 0.625 -0.043 -1.364
H -0.182 -1.578 -0.957
```

The SMILES is C[C@H]1CO[C@@H](C)C1. The total charge is 0. The calculation puts the gap between HOMO and LUMO at 10.604 eV. The calculation puts the LUMO energy at 1.14 eV. The energy above the lowest of the compared OMol25 structures with the same formula, charge and spin is 0.563 eV.